Below is one molecule with the formula C5H8O2, with properties calculated with ωB97M-V/def2-TZVPD.

Values from the calculation:
- 2S+1 = 1
- HOMO-LUMO gap (Eh) = 0.38451
- relative energy (zero: lowest compared OMol25 entry of this formula, charge and spin) (kJ/mol) = 203.3

Structure (XYZ):
```
15
Properties=species:S:1:pos:R:3:forces:R:3:mulliken_charge:R:1
H -2.118731 2.105484 -0.075379 0.14 0.01 -0.03 0.320
O -1.374378 1.688096 -0.520619 -0.21 0.13 -0.03 -0.548
C -1.158501 0.414316 0.043912 -0.01 -0.33 0.09 0.090
H -0.264356 -0.226266 -1.924385 -0.02 -0.04 0.15 0.306
H 2.197068 0.565266 0.869647 -0.16 -0.01 -0.05 0.291
C 1.300991 0.584782 0.255709 0.18 0.07 -0.08 -0.810
C -0.509120 -0.610444 -0.928103 -0.03 -0.09 -0.09 -0.933
C 0.027356 0.257681 0.996575 -0.13 0.04 0.22 -0.408
H 1.923382 -2.148010 -0.208654 -0.05 -0.02 0.12 0.356
H -2.084703 0.007264 0.466744 0.13 0.12 -0.02 0.400
H 1.285492 1.339973 -0.528845 0.02 -0.14 0.12 0.184
O 1.228977 -1.943181 0.430113 0.18 -0.08 -0.17 -0.514
H -0.005887 0.238030 2.081623 -0.03 0.02 -0.17 0.385
H -1.095467 -1.529045 -1.015824 0.06 0.14 0.01 0.267
C 0.647877 -0.743945 0.057487 -0.08 0.17 -0.07 0.613
```
Forces are in eV/Å.

***

Below is one molecule with the formula C5H8O2, with properties calculated with ωB97M-V/def2-TZVPD.

Values from the calculation:
- 2S+1 = 1
- HOMO-LUMO gap (Eh) = 0.35494
- relative energy (zero: lowest compared OMol25 entry of this formula, charge and spin) (kJ/mol) = 132.0

Structure (XYZ):
```
15
Properties=species:S:1:pos:R:3:forces:R:3:mulliken_charge:R:1
C -2.419321 -0.710771 0.393687 -0.19 -0.56 0.16 0.575
C -2.002358 0.486866 0.042524 -0.12 -0.13 0.06 -0.774
H -0.195977 1.566955 0.460191 -0.05 -0.14 -0.09 0.265
H -0.114087 -1.317139 -0.570260 0.09 0.05 0.08 0.400
O -2.763979 -1.785063 0.703747 0.20 0.90 -0.25 -0.401
H -2.758611 1.258401 -0.051456 0.08 -0.10 0.01 0.335
H -0.383069 1.104419 -1.234054 -0.03 -0.08 0.14 0.278
C 0.291121 -0.507995 0.052982 -0.03 -0.04 0.03 -0.520
H 1.949482 -0.169916 -1.297597 -0.01 0.02 0.17 0.341
O 2.454504 0.511582 0.606636 0.02 0.30 -0.05 -0.514
C 1.781355 -0.405063 -0.234552 -0.13 -0.29 -0.21 -0.794
C -0.531231 0.756094 -0.201136 0.12 0.00 -0.02 -0.184
H 0.161099 -0.807732 1.100576 0.03 0.00 -0.12 0.355
H 2.292276 1.400677 0.272694 0.05 -0.07 0.12 0.310
H 2.238799 -1.381318 -0.043983 -0.03 0.14 -0.05 0.328
```
Forces are in eV/Å.